[1]
{"formula": "C4H12NO2", "method": "the ωB97M-V functional and the def2-TZVPD basis", "symbols": ["C", "H", "C", "H", "H", "H", "C", "H", "H", "H", "H", "H", "N", "O", "H", "O", "H", "C", "H"], "positions_angstrom": [[0.89, -0.84, 0.52], [-0.70, -1.80, 2.20], [-0.24, 1.38, -0.24], [-0.85, 2.14, 0.26], [-0.50, -1.16, 3.54], [0.34, 2.02, -0.97], [-0.49, 0.20, -2.51], [1.40, -0.92, -0.47], [0.38, 0.95, 1.74], [-0.74, -0.81, -2.84], [1.71, -1.03, 1.26], [-1.14, 0.82, -3.21], [-0.98, 0.50, -1.11], [-0.16, -1.64, 0.66], [-0.99, -0.46, -0.77], [-1.03, -1.86, 3.13], [1.74, 1.27, 0.58], [0.80, 0.72, 0.77], [0.56, 0.51, -2.55]], "mulliken_spin": [-0.0342, -0.0017, 0.0131, 0.0070, 0.0001, 0.0009, -0.0032, -0.0071, 0.0006, 0.0007, 0.1126, 0.0032, 0.0462, 0.7578, -0.0060, 0.0074, 0.0009, 0.1016, 0.0003], "gap_ev": [9.8, 6.3], "total_charge": 0, "e_above_lowest_kj_mol": 158.2, "multiplicity": 2}

---

[2]
{"formula": "C20H28Cl3IN5O4PS", "method": "the ωB97M-V functional and the def2-TZVPD basis", "symbols": ["H", "Cl", "N", "C", "H", "C", "H", "C", "I", "O", "H", "C", "H", "C", "H", "C", "Cl", "H", "C", "H", "C", "H", "H", "H", "C", "C", "C", "P", "H", "H", "H", "C", "C", "C", "O", "C", "C", "H", "H", "H", "H", "O", "C", "H", "N", "C", "H", "N", "N", "H", "N", "H", "C", "S", "Cl", "H", "C", "H", "H", "H", "H", "H", "O"], "positions_angstrom": [[-1.56, 1.45, 0.94], [2.04, -0.67, -2.58], [4.35, -0.51, -5.28], [5.10, 1.36, 0.75], [-6.67, -0.02, 6.65], [-2.98, 2.26, 2.31], [6.41, -0.67, -7.11], [-4.33, -0.26, 1.66], [3.10, 6.06, -0.60], [-5.93, 0.55, 4.32], [4.32, -1.68, -7.02], [2.80, 1.34, 0.00], [-3.12, 3.21, 1.80], [-0.16, -1.87, -1.56], [-0.54, -2.42, -0.71], [5.89, 0.29, -7.02], [0.59, -1.15, 1.42], [-2.27, 2.41, 3.14], [-3.00, 0.09, 1.03], [-4.65, -1.23, 1.29], [2.76, -0.05, 0.23], [4.39, -2.70, 2.23], [-9.15, -1.62, 4.61], [-9.71, -0.88, 3.11], [-7.37, -0.46, 5.95], [1.50, -0.78, -0.02], [5.07, 0.01, 0.97], [3.99, -2.52, 0.90], [-0.95, -1.20, -1.87], [2.70, -3.05, 0.83], [-7.37, -1.54, 6.09], [3.85, -1.63, -6.05], [5.27, 0.42, -5.64], [1.80, 3.24, -0.64], [-2.43, -0.65, 0.24], [-6.93, -0.12, 4.54], [2.99, 3.97, -0.35], [5.12, 0.36, -7.79], [-8.36, -0.07, 6.14], [-3.93, 1.94, 2.73], [-7.33, -0.33, 2.61], [5.58, 1.32, -4.88], [3.98, 2.03, 0.26], [3.98, -0.36, -4.35], [-2.45, 1.27, 1.39], [3.89, -0.71, 0.68], [6.13, -0.71, 2.39], [1.68, 1.97, -0.47], [-7.68, -0.60, 3.52], [-5.08, 0.49, 1.39], [4.05, 3.39, 0.08], [4.06, -2.56, -5.51], [-8.88, -1.41, 3.58], [5.17, -3.42, -0.35], [0.42, 4.08, -1.25], [-4.25, -0.30, 2.74], [1.06, -1.12, -1.22], [0.04, -2.58, -2.36], [6.00, 1.92, 0.96], [2.77, -1.54, -6.19], [6.60, 1.09, -7.15], [-8.72, -2.35, 3.06], [6.18, -0.66, 1.43]], "nbo_charge": [0.4037, -0.0005, -0.6155, -0.2272, 0.2462, -0.4173, 0.2250, -0.7285, 0.1938, -0.6454, 0.2083, 0.0858, 0.1945, -0.6618, 0.2496, -0.7206, 0.0207, 0.1968, 0.6821, 0.2337, 0.0749, -0.0336, 0.2120, 0.1995, -0.7214, -0.1074, 0.3215, 0.8741, 0.2586, -0.0032, 0.2273, -0.4116, 0.6762, 0.1399, -0.6577, 0.6822, 0.0593, 0.2232, 0.2273, 0.2294, 0.4004, -0.6286, 0.1291, 0.4003, -0.6131, -0.3968, 0.4875, -0.3611, -0.6136, 0.2222, -0.3741, 0.2023, -0.4113, -0.5754, 0.0333, 0.2519, 0.0210, 0.2273, 0.2450, 0.1969, 0.2436, 0.2001, -0.6809], "gap_ev": 7.6, "smiles": "C/C(Cl)=C(\\Cl)c1c([PH2]=S)c(O)cc2nc(I)c(Cl)nc12.CNC(C)=O.CNC(C)=O.CNC(C)=O", "total_charge": 0, "e_above_lowest_kj_mol": 17.2}

---

[3]
{"formula": "C3H9N2", "method": "the ωB97M-V functional and the def2-TZVPD basis", "symbols": ["H", "C", "H", "H", "N", "H", "H", "C", "N", "C", "H", "H", "H", "H"], "positions_angstrom": [[1.12, -0.98, -2.36], [0.27, -0.12, -0.35], [-1.52, 0.04, -1.20], [-1.08, 1.14, 2.33], [-0.62, 0.35, 1.82], [-1.02, -1.75, -1.08], [1.18, 1.48, 1.00], [1.23, -0.12, -1.58], [-1.07, -0.72, -0.67], [0.37, 0.71, 0.69], [-1.39, -0.30, 1.41], [1.46, 0.85, -2.14], [2.20, -0.39, -1.12], [-0.29, -0.31, 2.61]], "mulliken_spin": [0.0074, -0.0445, -0.0016, 0.0002, 0.0138, -0.0189, 0.0015, 0.0985, 0.7640, 0.1614, 0.0012, 0.0155, -0.0041, 0.0056], "gap_ev": [11.4, 6.5], "total_charge": 2, "e_above_lowest_kj_mol": 314.1, "multiplicity": 2}

---

[4]
{"formula": "C37H54CdN4O13P4S3Se", "method": "the ωB97M-V functional and the def2-TZVPD basis", "symbols": ["C", "O", "Se", "C", "H", "H", "H", "H", "P", "H", "C", "H", "O", "O", "H", "C", "H", "C", "C", "C", "H", "C", "C", "H", "C", "H", "C", "Cd", "H", "C", "H", "C", "H", "H", "N", "C", "S", "H", "C", "P", "O", "C", "O", "H", "H", "H", "H", "H", "H", "C", "S", "H", "C", "O", "H", "H", "C", "H", "O", "C", "H", "C", "C", "O", "H", "C", "H", "C", "O", "O", "C", "N", "P", "H", "H", "C", "H", "H", "H", "H", "C", "O", "O", "H", "C", "H", "H", "H", "H", "H", "H", "H", "C", "H", "H", "H", "N", "C", "O", "P", "C", "H", "C", "C", "H", "H", "H", "S", "C", "H", "N", "H", "C", "H", "C", "H", "C"], "positions_angstrom": [[5.89, -3.94, -1.98], [0.43, 3.87, 0.62], [0.36, -1.06, 1.96], [4.38, 4.91, -1.39], [4.33, -0.52, -0.62], [2.80, 3.05, -0.51], [-2.59, -2.93, 1.27], [4.87, -3.25, -5.13], [-3.28, -0.79, 1.83], [6.72, -4.40, -1.44], [1.48, -0.22, -2.35], [-3.07, -1.42, -3.80], [0.87, 5.66, 2.34], [-3.91, -1.56, 3.10], [4.66, 1.78, -1.59], [3.86, 1.13, -1.97], [-5.25, 1.85, 1.24], [3.79, -2.75, -3.35], [4.82, -3.39, -1.29], [3.97, 2.14, 2.37], [0.12, -4.74, -0.70], [2.56, 3.16, -1.59], [2.60, -2.17, -1.23], [-0.56, -5.46, -2.84], [3.76, -2.79, -1.96], [-4.04, 1.60, 3.44], [3.35, 4.55, -3.53], [-0.84, 1.95, 0.36], [-4.50, -3.18, 5.13], [5.09, 6.19, -3.30], [-5.32, -2.41, -1.97], [4.16, 5.52, -4.08], [-7.01, 0.17, 0.66], [4.07, 5.76, -5.14], [0.80, 0.59, 1.51], [4.86, -3.30, -4.05], [-1.22, 2.49, -2.13], [5.73, 6.95, -3.74], [-3.56, -3.37, 4.61], [-2.81, 3.90, 2.08], [-2.50, 3.15, 3.46], [-0.84, -4.35, -1.04], [-4.02, 4.72, 2.21], [4.24, 0.61, -2.86], [-2.86, -3.83, 5.31], [-5.46, -2.02, -3.69], [-4.30, -0.14, -1.32], [4.81, -3.42, -0.20], [-2.02, -1.36, 5.88], [-5.06, 1.27, 3.30], [0.35, -1.33, -3.09], [-1.53, 3.00, 3.55], [-6.80, 0.42, 1.70], [0.16, 3.35, 3.12], [-3.71, -0.84, 5.70], [2.25, 2.89, 1.35], [3.45, 4.23, -2.17], [-0.31, -3.70, -3.04], [-4.50, -0.04, 1.23], [3.94, -0.14, 3.22], [2.96, -2.27, -3.86], [2.73, 2.06, 1.85], [2.62, -0.27, 2.69], [-1.23, -0.48, -0.56], [-1.92, -6.15, -0.66], [-3.89, -0.11, -2.33], [-1.94, -4.34, -2.91], [5.20, 5.89, -1.95], [-0.78, -2.98, -0.59], [-2.60, -2.20, -2.01], [1.52, 1.13, -2.58], [2.46, -0.77, -1.48], [-1.83, -1.80, -0.70], [4.45, 4.68, -0.34], [-4.66, 0.32, -2.99], [-1.95, -5.11, -0.35], [-2.02, -2.26, 3.60], [2.62, 4.01, -4.12], [4.39, -0.98, 3.72], [6.75, -4.32, -3.92], [-3.00, -2.12, 0.66], [-2.06, -0.05, 2.19], [-2.73, 2.92, 0.92], [-1.85, -5.07, 0.74], [-2.77, -1.02, 5.17], [-7.51, 1.18, 2.03], [-3.02, 0.54, -2.35], [-6.93, -0.48, 2.31], [1.67, -2.63, -1.57], [-5.72, 2.07, 3.64], [2.70, -2.35, -0.15], [5.59, 1.16, 3.44], [3.47, 0.09, -0.93], [-4.50, -3.42, -3.18], [1.01, 6.15, 1.52], [3.10, 0.63, -0.03], [1.89, -1.37, 2.78], [-3.57, -1.49, -2.83], [-1.48, 4.87, 1.96], [0.03, 4.33, 2.00], [-5.39, 0.96, 1.85], [-3.95, -2.46, 0.24], [5.91, -3.90, -3.37], [-2.98, -2.07, 4.09], [-2.43, -0.09, 4.73], [-5.23, 0.39, 3.93], [5.93, 6.40, -1.33], [0.33, 2.04, -3.47], [4.59, 1.04, 3.05], [-3.75, -4.06, 3.79], [2.70, 1.90, -2.30], [4.52, 3.07, 2.28], [2.01, 0.83, 1.99], [-2.93, -4.71, -0.63], [-0.92, -4.47, -2.55], [1.52, 3.47, -1.65], [-4.78, -2.40, -2.92]], "mulliken_charge": [-0.6520, -0.3611, 0.1404, -0.1479, 0.5159, -1.0129, 0.1732, 0.3879, -0.5783, 0.3572, 0.0070, 0.3083, -0.6411, -0.3077, 0.4887, -1.5047, 0.3006, -0.2664, -0.0759, -0.8896, 0.3982, 0.4534, -0.6684, 0.4678, 0.5265, 0.0962, -0.2514, 3.9069, 0.3216, -0.3666, 0.2487, -0.6587, 0.3240, 0.3624, 0.7174, -0.7573, -0.6245, 0.3483, -1.6288, 0.4849, -0.5918, 0.4672, -0.8810, 0.3934, 0.3778, 0.4658, 0.0236, 0.3791, 0.4242, -1.0485, -0.3884, 0.5012, -1.6322, -0.8303, 0.3522, 0.7038, -0.4254, 0.1747, -0.1022, -0.8942, 0.4029, -0.4214, 1.1304, -0.3121, 0.4883, -0.7685, 0.1621, -0.6618, -0.2843, 0.2860, -0.4810, 0.8657, -0.7491, 0.4119, 0.5027, -1.4473, -0.2713, 0.3362, 0.4843, 0.3497, -0.1246, 0.1403, -0.6567, 0.2561, -1.3663, 0.4521, -0.0751, 0.2731, -0.4635, 0.4159, 0.3086, 0.3555, 0.6409, 0.3048, 0.3385, -0.8906, -0.8899, 0.6063, -0.5210, 0.4759, 0.6798, 0.3480, -0.3766, 1.4723, 0.1691, 0.2753, 0.3743, -0.2419, -0.7575, 0.3853, 0.5542, 0.4485, -0.6860, 0.1634, -0.9955, 0.6592, -1.4868], "gap_ev": 4.2, "total_charge": -2}

---

- Which formula does entry 2 have?
  C20H28Cl3IN5O4PS